Here is a molecular structure, C27H35IN4P2Pd at a distorted geometry from the Open Molecules 2025 dataset. Energies are from ωB97M-V/def2-TZVPD.

The charge is +2. For the frontier orbital gap (alpha / beta), the calculation gives 6.6 / 3.7 eV. Its energy is -2376.28573 Ha. As for the spin multiplicity: 5.

Structure (XYZ):
```
70
Properties=species:S:1:pos:R:3:lowdin_charge:R:1
Pd 0.02 0.97 -1.92 0.429
C -1.76 1.62 -6.83 -0.081
C -1.83 0.29 -6.65 -0.141
C -0.98 -0.68 -7.37 -0.176
C 0.53 -0.31 -7.62 -0.161
C 1.28 0.39 -6.50 -0.149
C 1.05 1.65 -6.12 -0.092
C 0.51 2.67 -7.09 -0.163
C -0.82 2.30 -7.78 -0.171
C 1.02 1.10 0.04 -0.325
H -2.45 2.27 -6.32 0.084
H -2.72 -0.13 -6.19 0.070
H -1.43 -0.91 -8.36 0.138
H -1.02 -1.63 -6.83 0.089
H 1.05 -1.26 -7.85 0.116
H 0.58 0.26 -8.56 0.107
H 2.16 -0.14 -6.09 0.097
H 1.39 2.03 -5.14 0.092
H 1.24 2.85 -7.90 0.130
H 0.37 3.64 -6.58 0.114
H -1.29 3.23 -8.16 0.127
H -0.64 1.65 -8.66 0.106
H 0.49 1.78 0.73 -0.058
H 2.07 1.40 -0.12 0.001
H 0.95 0.05 0.38 -0.026
P 1.67 -0.41 -2.63 0.962
P -1.61 -0.63 -2.49 0.845
N 2.87 0.75 -3.03 -0.239
N 2.59 -1.61 -1.77 -0.217
N -2.75 0.57 -3.08 -0.247
N -2.77 -1.73 -1.83 -0.232
C 0.80 -1.25 -3.98 -0.328
C -0.72 -1.59 -3.78 -0.279
C 2.86 2.06 -2.54 -0.173
C 3.90 2.76 -3.08 -0.046
C 4.58 1.89 -3.99 -0.029
C 3.92 0.66 -3.94 -0.102
C 3.35 -1.39 -0.59 -0.115
C 4.05 -2.55 -0.27 -0.047
C 3.74 -3.52 -1.28 -0.050
C 2.86 -2.92 -2.17 -0.127
C -2.84 1.91 -2.71 -0.205
C -3.59 2.60 -3.66 -0.029
C -4.02 1.63 -4.60 -0.068
C -3.55 0.39 -4.19 -0.186
C -4.06 -2.01 -2.31 0.045
C -4.74 -2.72 -1.33 0.048
C -3.85 -2.90 -0.23 0.035
C -2.65 -2.29 -0.56 -0.108
H 1.37 -2.13 -4.27 0.089
H 0.89 -0.52 -4.79 0.027
H -1.24 -1.45 -4.75 0.064
H -0.83 -2.65 -3.48 0.104
H 2.09 2.40 -1.86 0.063
H 4.17 3.78 -2.84 0.116
H 5.43 2.15 -4.60 0.112
H 4.11 -0.27 -4.46 0.118
H 3.30 -0.45 -0.06 0.095
H 4.69 -2.71 0.59 0.116
H 4.11 -4.53 -1.33 0.110
H 2.38 -3.30 -3.06 0.091
H -2.44 2.31 -1.77 -0.005
H -3.80 3.65 -3.70 0.119
H -4.49 1.83 -5.56 0.125
H -3.71 -0.60 -4.59 0.098
H -4.39 -1.69 -3.29 0.115
H -5.75 -3.11 -1.42 0.135
H -4.08 -3.41 0.70 0.138
H -1.75 -2.18 0.01 0.088
I -1.83 0.74 0.25 0.815
```

Here is 2 unconnected molecules or ions with the total composition C10H15N4S at a distorted geometry from the Open Molecules 2025 dataset. Energies are from ωB97M-V/def2-TZVPD.

The charge is +1. For the frontier orbital gap (alpha / beta), the calculation gives 6.7 / 6.9 eV. The calculation puts the energy above the lowest of the compared OMol25 structures with the same formula, charge and spin at 133.9 kcal/mol. Its energy is -1006.71157 Ha.

Structure (XYZ):
```
30
Properties=species:S:1:pos:R:3:lowdin_charge:R:1
C -2.09 1.85 -0.40 -0.063
C -0.91 2.26 -1.03 -0.059
C -2.05 1.13 0.84 -0.099
C 0.35 2.03 -0.35 -0.079
C -0.87 1.14 1.55 -0.132
C 0.36 1.55 0.98 -0.124
C 1.03 -1.54 -0.59 -0.006
C -1.30 -1.71 -1.35 -0.039
C -0.65 -2.48 0.92 -0.038
C 5.45 1.63 0.09 -0.256
N 2.00 -1.31 0.13 -0.002
N 3.15 -1.41 0.46 -0.033
N 4.03 -0.42 0.41 -0.386
N -0.39 -1.56 -0.17 -0.203
S 3.89 1.11 0.07 0.961
H -3.02 2.04 -0.97 0.123
H -0.97 2.94 -1.78 0.068
H -3.00 0.83 1.29 0.116
H 1.38 2.36 -0.80 0.107
H -0.90 0.83 2.61 0.122
H -1.50 -0.77 -1.86 0.078
H -0.81 -2.17 -2.25 0.101
H -2.29 -2.32 -1.35 0.140
H -1.75 -2.64 1.12 0.123
H -0.05 -3.46 0.77 0.146
H -0.22 -2.10 1.83 0.089
H 5.83 2.68 0.05 0.064
H 1.30 1.58 1.56 0.094
H 6.04 0.75 0.37 0.033
H -0.54 -0.49 0.17 0.153
```

Here is 2 unconnected molecules or ions with the total composition C4H12 at a distorted geometry from the Open Molecules 2025 dataset. Energies are from ωB97M-V/def2-TZVPD.

The charge is -1. For the frontier orbital gap (alpha / beta), the calculation gives 2.7 / 11.8 eV. The calculation puts the energy above the lowest of the compared OMol25 structures with the same formula, charge and spin at 13.7 kcal/mol. Its energy is -159.50839 Ha. As for the spin multiplicity: 2.

Structure (XYZ):
```
16
Properties=species:S:1:pos:R:3:lowdin_charge:R:1
C 1.32 -0.57 0.97 -0.304
C 2.48 0.33 1.32 -0.296
H 1.28 -0.87 -0.10 0.033
H 1.47 -1.54 1.44 0.041
H 0.32 -0.17 1.04 0.026
H 3.44 -0.04 0.95 0.044
H 2.45 1.34 0.89 0.033
H 2.53 0.44 2.41 0.040
C -1.75 -0.63 -1.06 -0.375
C -1.95 0.89 -1.15 -0.385
H -2.53 -1.03 -1.72 0.027
H -0.86 -1.13 -1.41 0.016
H -1.89 -0.88 0.00 0.027
H -3.00 1.11 -0.92 0.026
H -1.78 1.14 -2.21 0.028
H -1.52 1.61 -0.45 0.018
```

- The lowest energy belongs to which entry?
  C27H35IN4P2Pd

- Among the records above, which one has the highest energy?
  C4H12